C10H10N2 | ωB97M-V/def2-TZVPD

Structure (XYZ):
```
22
C10H10N2 | the Open Molecules 2025 dataset | ωB97M-V/def2-TZVPD
C 2.22 1.07 0.51
C 1.31 0.39 1.32
C 0.98 -0.94 0.98
N 1.38 -1.56 -0.14
C 2.37 -0.92 -0.78
C 2.82 0.41 -0.48
H 2.47 2.16 0.74
H 0.89 0.87 2.24
H 0.37 -1.44 1.81
H 2.79 -1.42 -1.57
H 3.50 0.95 -1.11
C -1.63 0.99 -0.84
C -0.74 -0.07 -0.93
C -1.10 -1.27 -0.38
N -2.42 -1.42 0.22
C -3.08 -0.27 0.50
C -2.82 0.94 -0.16
H -1.35 2.06 -1.17
H 0.12 0.21 -1.69
H -0.55 -2.22 -0.35
H -3.95 -0.23 1.01
H -3.57 1.73 0.24
```

Charge = 0
ΔE to the lowest compared entry with this formula, charge and spin = 377.7 kJ/mol
E = -496.453240 Eh
LUMO energy = 0.6 eV
SMILES = c1ccncc1.c1ccncc1
HOMO-LUMO gap = 9.53 eV
Multiplicity = 1